[1]
The following is a DFT calculation (ωB97M-V with the def2-TZVPD basis set) of a gas-phase ion, C4H8NO2 (charge -1).

Summary:
SMILES: [H]/N=C(/[O-])CCCO
LUMO level in Ha: 0.1307
Net charge: -1
Energy relative to the best compared isomer or geometry (same formula, charge and spin) in eV: 1.741
Kohn-Sham gap in eV: 6.62
Largest force on an atom in eV/Å: 1.8

```
15
C4H8NO2, DFT ωB97M-V with the def2-TZVPD basis set
C 0.840 1.257 1.290
O 0.960 2.494 0.578
C 1.026 0.046 0.394
C 0.083 0.000 -0.832
C -0.939 -1.172 -0.648
N -0.465 -2.408 -0.591
O -2.125 -0.826 -0.457
H 1.451 1.160 2.194
H -0.204 1.284 1.615
H 2.036 0.154 -0.044
H 1.047 -0.856 0.994
H -0.467 0.937 -0.859
H 0.632 -0.193 -1.746
H 0.425 -2.407 -1.092
H 1.810 2.479 0.145
```

Population analysis type Mulliken, resulting atomic charges in e: -0.61, -0.50, -0.52, -0.67, 0.47, -0.88, -0.72, 0.27, 0.32, 0.23, 0.53, 0.21, 0.37, 0.19, 0.32

=====

[2]
The following is a DFT calculation (ωB97M-V with the def2-TZVPD basis set) of 4 unconnected molecules or ions with the total composition C2H13NO4.

Summary:
SMILES: NCCO.O.O.O
LUMO level in Ha: 0.0193
Energy relative to the best compared isomer or geometry (same formula, charge and spin) in eV: 2.794
Kohn-Sham gap in eV: 9.80
Largest force on an atom in eV/Å: 8.0

```
20
C2H13NO4, DFT ωB97M-V with the def2-TZVPD basis set
C 1.778 1.754 -0.245
O 2.043 2.888 -1.225
C 0.192 1.605 -0.293
N -0.298 0.437 -1.159
H 2.152 0.903 -0.754
H 2.197 2.090 0.652
H 2.076 2.436 -2.129
H -0.197 1.414 0.746
H -0.344 2.542 -0.593
H -0.127 0.511 -2.068
H -0.044 -0.421 -0.834
H -1.256 -3.003 1.616
H -1.523 -1.638 1.851
O -1.104 -2.099 1.262
H -3.707 -1.620 0.068
H -2.420 -0.834 0.324
O -3.226 -1.173 0.750
H 0.357 -2.135 1.053
H 1.898 -1.714 0.760
O 1.187 -2.334 0.544
```

Population analysis type Mulliken, resulting atomic charges in e: -0.52, -0.55, -0.30, -0.49, 0.33, 0.33, 0.30, 0.21, 0.35, 0.19, 0.19, 0.27, 0.32, -0.60, 0.30, 0.33, -0.68, 0.45, 0.29, -0.71

=====

[3]
The following is a DFT calculation (ωB97M-V with the def2-TZVPD basis set) of a gas-phase ion, CH4ClN2O (charge +1).

Summary:
SMILES: C[N+](=O)NCl
LUMO level in Ha: -0.2329
Net charge: +1
Energy relative to the best compared isomer or geometry (same formula, charge and spin) in eV: 3.217
Kohn-Sham gap in eV: 10.15
Largest force on an atom in eV/Å: 2.2

```
9
CH4ClN2O, DFT ωB97M-V with the def2-TZVPD basis set
C 0.711 0.793 -0.003
N -0.999 -0.804 0.001
N 0.282 -0.569 -0.002
O 1.046 -1.484 0.001
Cl -2.219 0.408 0.000
H 0.393 1.294 0.915
H 0.274 1.335 -0.844
H 1.801 0.819 -0.069
H -1.287 -1.791 0.002
```

Population analysis type Mulliken, resulting atomic charges in e: -0.72, -0.34, 1.03, -0.44, 0.11, 0.39, 0.36, 0.32, 0.30

=====

[4]
The following is a DFT calculation (ωB97M-V with the def2-TZVPD basis set) of 2 unconnected molecules or ions with the total composition CH2N2O.

Summary:
LUMO level in Ha: 0.0237
Energy relative to the best compared isomer or geometry (same formula, charge and spin) in eV: 2.604
Kohn-Sham gap in eV: 9.35
Largest force on an atom in eV/Å: 4.6

```
6
CH2N2O, DFT ωB97M-V with the def2-TZVPD basis set
C -0.065 0.672 0.130
N 1.312 -0.641 -2.339
N 0.705 0.274 -2.584
O -0.028 -0.599 0.199
H -0.697 0.938 0.906
H 0.347 -0.960 -0.691
```

Population analysis type Mulliken, resulting atomic charges in e: -0.23, -0.10, 0.06, -0.28, 0.13, 0.42

=====

[5]
The following is a DFT calculation (ωB97M-V with the def2-TZVPD basis set) of 2 unconnected molecules or ions with the total composition C9H19N2.

Summary:
LUMO level in Ha: -0.1854
Net charge: +1
Energy relative to the best compared isomer or geometry (same formula, charge and spin) in eV: 5.313
Kohn-Sham gap in eV: 6.76
Largest force on an atom in eV/Å: 5.1

```
30
C9H19N2, DFT ωB97M-V with the def2-TZVPD basis set
C -1.285 1.720 0.044
C -0.909 0.603 0.693
C 2.427 0.358 0.215
C -1.873 2.845 0.749
C -0.449 0.178 -2.506
C -1.215 -2.609 1.250
C -0.255 -0.821 -1.353
C -0.003 -1.709 0.949
C -0.392 -0.547 0.134
N 3.241 0.185 -0.808
N 3.000 0.636 1.382
H -1.102 2.071 -0.902
H -1.063 0.684 1.711
H -2.620 3.458 0.233
H -1.105 3.350 1.194
H -2.332 2.541 1.626
H 0.161 0.980 -2.449
H -1.498 0.672 -2.494
H -0.163 -0.229 -3.378
H -0.885 -3.595 1.566
H -1.861 -2.377 2.065
H -1.997 -2.679 0.382
H 0.768 -1.340 -1.293
H -1.029 -1.701 -1.666
H 0.841 -2.159 0.502
H 0.550 -1.216 1.733
H 2.932 0.331 -1.716
H 4.185 0.116 -0.551
H 2.551 0.381 2.211
H 4.071 0.625 1.460
```

Population analysis type Mulliken, resulting atomic charges in e: 0.06, -0.39, 0.00, -1.76, -1.85, -1.22, 0.15, -0.86, 0.56, -0.27, -0.39, 0.52, 0.47, 0.39, 0.43, 0.47, 0.54, 0.34, 0.52, 0.36, 0.39, 0.28, 0.26, 0.24, 0.50, 0.45, 0.23, 0.15, 0.25, 0.18

=====

[6]
The following is a DFT calculation (ωB97M-V with the def2-TZVPD basis set) of C6H10O2S2 in the gas phase.

Summary:
LUMO level (spin up / spin down) in Ha: 0.0001 / -0.0470
Energy relative to the best compared isomer or geometry (same formula, charge and spin) in eV: 5.792
Kohn-Sham gap (spin up / spin down) in eV: 8.52 / 6.52
Largest force on an atom in eV/Å: 3.8

```
20
C6H10O2S2, DFT ωB97M-V with the def2-TZVPD basis set
C 1.141 0.452 0.684
C 0.784 0.319 -0.750
C -2.086 -0.353 1.201
C -0.877 0.171 -0.872
C 0.932 1.701 1.346
C 1.452 -0.953 -1.269
O -2.668 -1.659 -1.127
O -0.720 -2.429 0.243
S -1.975 1.028 0.211
S -1.659 -1.395 -0.149
H 1.503 -0.276 1.342
H 1.144 1.174 -1.529
H -2.953 -0.665 1.830
H -1.087 0.474 -1.865
H 1.260 2.643 0.930
H 1.176 1.654 2.345
H -0.254 1.929 1.461
H 1.090 -1.696 -0.603
H 2.536 -0.856 -1.188
H 1.262 -1.262 -2.240
```

Population analysis type Mulliken, resulting atomic charges in e: -0.62, 0.79, -0.34, -0.44, -1.07, -1.64, -0.60, -0.63, -0.18, 0.91, 0.42, 0.33, 0.43, 0.62, 0.32, 0.36, 0.12, 0.42, 0.40, 0.42